# 1
{"formula": "C21H27N3O3", "method": "the ωB97M-V functional and the def2-TZVPD basis", "energy_ha": -1206.461176, "smiles": "COCCCNC(=O)c1cn(CC(C)C)c(=O)c2c1c1ccccc1n2C", "homo_ev": -7.65, "e_lumo_ev": 0.51, "de_lowest_ev": 1.956, "charge": 0, "elements": ["C", "O", "C", "C", "C", "N", "C", "O", "C", "C", "N", "C", "C", "C", "C", "C", "O", "C", "C", "C", "C", "C", "C", "C", "C", "N", "C", "H", "H", "H", "H", "H", "H", "H", "H", "H", "H", "H", "H", "H", "H", "H", "H", "H", "H", "H", "H", "H", "H", "H", "H", "H", "H", "H"], "positions_angstrom": [[5.321, 0.527, 0.351], [5.114, 1.758, -0.298], [4.039, 1.764, -1.215], [3.322, 3.110, -1.116], [2.529, 3.208, 0.191], [1.335, 2.395, 0.166], [1.220, 1.210, 0.818], [2.097, 0.752, 1.521], [-0.105, 0.556, 0.611], [-1.250, 1.282, 0.741], [-2.497, 0.755, 0.607], [-3.641, 1.636, 0.748], [-3.800, 2.592, -0.443], [-3.925, 1.811, -1.747], [-5.027, 3.471, -0.218], [-2.744, -0.583, 0.312], [-3.895, -0.995, 0.198], [-1.543, -1.357, 0.173], [-0.254, -0.829, 0.324], [0.655, -1.906, 0.102], [2.044, -2.032, 0.117], [2.597, -3.262, -0.154], [1.797, -4.373, -0.437], [0.423, -4.283, -0.449], [-0.147, -3.043, -0.177], [-1.466, -2.691, -0.128], [-2.566, -3.588, -0.352], [4.455, 0.255, 0.964], [6.188, 0.665, 0.994], [5.527, -0.276, -0.366], [3.335, 0.954, -0.992], [4.424, 1.610, -2.235], [4.074, 3.898, -1.136], [2.655, 3.237, -1.971], [2.243, 4.247, 0.381], [3.148, 2.850, 1.015], [0.616, 2.659, -0.489], [-1.223, 2.330, 1.001], [-4.521, 0.991, 0.815], [-3.540, 2.205, 1.676], [-2.914, 3.236, -0.501], [-4.097, 2.488, -2.581], [-3.020, 1.242, -1.949], [-4.757, 1.113, -1.688], [-5.924, 2.858, -0.168], [-4.940, 4.029, 0.711], [-5.140, 4.179, -1.035], [2.663, -1.186, 0.361], [3.671, -3.379, -0.145], [2.269, -5.323, -0.643], [-0.191, -5.145, -0.659], [-2.505, -4.018, -1.354], [-3.494, -3.030, -0.252], [-2.549, -4.398, 0.382]], "forces_ev_per_angstrom": [[0.0, -0.1, 0.1], [-0.1, 0.3, 0.0], [-0.1, 0.2, -0.2], [0.1, -0.4, 0.3], [0.3, 0.2, 0.0], [0.0, 0.2, -0.2], [-0.4, 0.3, -0.2], [0.3, -0.3, 0.2], [-0.5, 0.2, 0.1], [0.7, 0.0, 0.0], [0.1, -0.3, 0.0], [-0.4, 0.4, -0.1], [-0.2, -0.2, 0.0], [0.1, 0.1, 0.2], [0.3, -0.1, 0.0], [-0.1, 0.1, 0.0], [-0.1, -0.1, -0.1], [0.7, 0.4, 0.1], [-0.7, -0.1, 0.0], [-0.2, -0.4, -0.1], [0.1, -0.1, 0.0], [0.2, 0.1, 0.0], [-0.1, -0.1, 0.0], [-0.1, -0.2, 0.0], [0.4, 0.4, 0.1], [0.0, 0.1, 0.0], [-0.4, -0.3, -0.1], [0.0, 0.0, 0.0], [0.0, -0.1, 0.0], [0.0, 0.0, 0.0], [0.0, 0.0, 0.0], [-0.1, 0.0, 0.1], [0.0, 0.1, -0.1], [0.0, 0.1, -0.1], [0.1, -0.1, 0.1], [-0.1, 0.1, 0.0], [0.0, -0.2, 0.1], [0.0, 0.1, 0.0], [0.1, 0.2, 0.1], [0.0, -0.1, 0.0], [0.0, 0.0, 0.0], [0.0, 0.0, -0.1], [0.1, -0.1, -0.1], [-0.1, -0.1, 0.0], [-0.2, -0.1, 0.0], [-0.1, 0.1, 0.1], [-0.1, 0.1, -0.1], [0.1, 0.1, 0.0], [0.1, 0.0, 0.0], [0.0, -0.1, 0.0], [-0.1, -0.1, 0.0], [0.0, 0.0, 0.0], [0.1, -0.1, 0.0], [0.0, 0.0, 0.0]]}

# 2
{"formula": "C9H27NO5", "method": "the ωB97M-V functional and the def2-TZVPD basis", "energy_ha": -790.023265, "smiles": "CC1(C)CCCC(C)(C)N1O.O.O.O.O", "homo_ev": -8.22, "e_lumo_ev": 0.40, "de_lowest_ev": 0.207, "charge": 0, "elements": ["C", "C", "C", "C", "C", "C", "C", "C", "C", "N", "O", "H", "H", "H", "H", "H", "H", "H", "H", "H", "H", "H", "H", "H", "H", "H", "H", "H", "H", "H", "O", "H", "H", "O", "H", "H", "O", "H", "H", "O", "H", "H"], "positions_angstrom": [[2.864, -1.441, -0.113], [2.282, -0.781, 1.151], [2.571, -1.726, 2.322], [3.072, 0.502, 1.463], [2.630, 1.695, 0.620], [1.142, 1.912, 0.745], [0.336, 0.672, 0.302], [-1.126, 0.810, 0.699], [0.469, 0.505, -1.195], [0.866, -0.464, 1.080], [0.109, -1.639, 0.914], [3.092, -0.736, -0.918], [3.817, -1.957, 0.025], [2.165, -2.188, -0.500], [2.094, -2.697, 2.165], [3.641, -1.919, 2.414], [2.246, -1.355, 3.295], [2.976, 0.778, 2.517], [4.146, 0.349, 1.328], [3.226, 2.540, 0.980], [2.884, 1.591, -0.436], [0.859, 2.803, 0.162], [0.841, 2.328, 1.717], [-1.528, 1.752, 0.321], [-1.233, 0.878, 1.784], [-1.640, -0.077, 0.334], [0.018, -0.431, -1.545], [1.472, 0.480, -1.622], [-0.012, 1.313, -1.756], [0.255, -1.934, -0.003], [-3.615, -0.378, -1.526], [-4.050, 0.125, -0.826], [-3.957, 0.009, -2.358], [-4.370, 0.864, -3.990], [-4.844, 1.694, -4.117], [-4.829, 0.225, -4.552], [-1.769, -3.031, -1.581], [-2.172, -2.156, -1.672], [-2.397, -3.633, -1.993], [-4.398, 1.501, 1.138], [-3.616, 1.017, 1.436], [-4.519, 2.199, 1.791]], "forces_ev_per_angstrom": [[0.0, 0.0, -0.7], [1.6, 0.2, 0.4], [-0.4, -0.8, 0.2], [-0.1, 0.4, -0.4], [0.6, 0.1, 0.4], [-0.5, 1.3, -0.1], [0.9, 0.4, 0.8], [0.1, 0.3, 0.1], [-0.2, -0.3, -1.4], [-0.1, 0.1, 0.8], [0.0, 0.1, -0.5], [-0.3, 0.1, 0.1], [-0.1, 0.0, 0.5], [0.1, 0.0, -0.1], [0.0, 0.1, 0.0], [0.1, 0.2, -0.2], [-0.2, 0.2, -0.2], [-0.3, -0.1, 0.0], [-0.1, -0.3, -0.2], [-0.3, 0.2, -0.1], [0.1, -0.2, 0.0], [0.0, -0.5, -0.6], [0.2, -1.0, 0.4], [-0.2, -0.2, -0.4], [0.3, -0.3, 0.1], [-0.4, 0.3, 0.0], [-0.2, 0.1, 0.1], [0.2, 0.0, 0.6], [-0.3, 0.0, 0.3], [-0.2, -0.2, 0.1], [-0.2, 0.1, -0.3], [0.1, 0.0, -0.1], [0.3, 0.0, 0.4], [-0.2, -0.1, -0.2], [0.1, -0.1, 0.1], [0.1, 0.1, 0.1], [0.1, 0.1, -0.1], [-0.2, 0.0, 0.1], [0.0, 0.0, 0.1], [0.1, -0.1, 0.0], [-0.1, 0.1, 0.0], [0.0, -0.1, -0.1]]}

# 3
{"formula": "C5H11NO", "method": "the ωB97M-V functional and the def2-TZVPD basis", "energy_ha": -327.042540, "smiles": "COC1CN(C)C1", "homo_ev": -8.74, "e_lumo_ev": 1.11, "de_lowest_ev": 2.417, "charge": 0, "elements": ["C", "O", "C", "C", "N", "C", "C", "H", "H", "H", "H", "H", "H", "H", "H", "H", "H", "H"], "positions_angstrom": [[2.905, 0.650, -0.155], [1.549, 0.920, 0.108], [0.681, -0.153, -0.129], [-0.331, -0.482, 0.981], [-1.329, -0.721, -0.068], [-2.696, -0.362, 0.222], [-0.562, 0.123, -0.993], [3.469, 1.550, 0.102], [3.075, 0.415, -1.214], [3.289, -0.185, 0.448], [1.220, -1.046, -0.465], [-0.145, -1.318, 1.664], [-0.533, 0.435, 1.560], [-2.797, 0.687, 0.560], [-3.085, -1.018, 1.009], [-3.318, -0.502, -0.669], [-0.822, 1.193, -0.917], [-0.570, -0.188, -2.044]], "forces_ev_per_angstrom": [[0.3, 0.0, -0.1], [-0.1, 0.0, 0.0], [0.0, -0.1, 0.0], [0.1, 0.0, 0.3], [-0.1, 0.0, 0.0], [-0.1, 0.0, 0.0], [0.1, 0.1, -0.3], [-0.1, -0.1, -0.1], [0.0, 0.0, 0.1], [-0.1, 0.1, 0.0], [0.0, 0.1, 0.0], [0.0, 0.1, -0.1], [0.0, -0.1, 0.0], [0.0, -0.1, -0.1], [0.0, 0.1, -0.1], [0.1, 0.0, 0.1], [0.0, -0.1, 0.0], [0.0, 0.0, 0.2]]}

# 4
{"formula": "C18H28BF10N4O6S2Zr", "method": "the ωB97M-V functional and the def2-TZVPD basis", "energy_ha": -3240.238361, "homo_ev": -13.94, "e_lumo_ev": -3.74, "de_lowest_ev": 0.000, "charge": 1, "elements": ["Zr", "C", "F", "F", "F", "S", "O", "O", "O", "C", "F", "F", "F", "S", "O", "O", "O", "B", "F", "F", "F", "F", "C", "C", "C", "C", "N", "H", "H", "H", "H", "H", "H", "H", "C", "C", "C", "C", "N", "H", "H", "H", "H", "H", "H", "H", "C", "C", "C", "C", "N", "H", "H", "H", "H", "H", "H", "H", "C", "C", "C", "C", "N", "H", "H", "H", "H", "H", "H", "H"], "positions_angstrom": [[-1.202, 0.475, 1.089], [0.070, -0.742, 4.999], [-0.197, 0.497, 5.309], [1.329, -0.907, 4.760], [-0.276, -1.490, 6.057], [-0.996, -1.296, 3.490], [-2.023, -2.217, 3.851], [-1.503, 0.061, 3.117], [-0.026, -1.729, 2.511], [-4.401, 2.248, 2.703], [-3.702, 1.631, 3.638], [-5.566, 1.628, 2.494], [-4.682, 3.484, 3.123], [-3.368, 2.346, 1.182], [-3.783, 3.364, 0.349], [-1.911, 2.580, 1.746], [-3.239, 0.883, 0.799], [-0.779, -1.550, -1.650], [-0.119, -0.847, -0.142], [-1.109, -2.782, -1.305], [-1.875, -0.683, -1.704], [0.171, -1.298, -2.564], [2.779, -3.453, -1.676], [3.789, -2.478, -2.279], [3.244, -1.119, -2.765], [3.037, -0.196, -1.689], [2.951, 0.570, -0.817], [1.958, -3.632, -2.376], [2.417, -3.039, -0.708], [3.269, -4.413, -1.468], [4.205, -2.996, -3.164], [4.645, -2.324, -1.562], [2.265, -1.173, -3.228], [4.000, -0.717, -3.436], [-4.976, -3.306, -1.602], [-4.253, -4.285, -0.692], [-3.955, -3.787, 0.725], [-3.114, -2.572, 0.794], [-2.521, -1.602, 0.868], [-4.820, -2.219, -1.287], [-6.035, -3.500, -1.596], [-4.646, -3.334, -2.652], [-3.343, -4.640, -1.193], [-4.837, -5.184, -0.579], [-3.403, -4.533, 1.261], [-4.857, -3.470, 1.253], [1.943, 2.348, -4.034], [1.868, 3.204, -2.763], [0.407, 3.573, -2.445], [-0.092, 2.623, -1.427], [-0.427, 1.843, -0.669], [1.704, 1.300, -3.856], [2.989, 2.297, -4.409], [1.286, 2.779, -4.788], [2.436, 4.103, -2.919], [2.236, 2.681, -1.844], [-0.159, 3.485, -3.357], [0.325, 4.518, -1.944], [2.807, 3.621, 1.018], [3.663, 2.860, 2.020], [3.453, 1.373, 2.171], [2.028, 0.960, 2.047], [0.922, 0.886, 1.810], [1.736, 3.370, 1.053], [3.150, 3.312, 0.009], [3.080, 4.677, 1.098], [3.528, 3.222, 3.065], [4.734, 2.904, 1.708], [3.860, 0.944, 3.131], [3.912, 0.865, 1.345]], "forces_ev_per_angstrom": [[0.8, -2.1, -0.5], [-2.3, -1.6, 0.6], [0.1, 1.1, -0.1], [1.4, 0.0, -0.5], [0.1, -0.1, -0.3], [1.3, -1.5, 1.5], [0.3, 0.6, 0.4], [-0.7, 1.1, -1.2], [-0.2, 0.4, -0.4], [-1.1, 0.6, 1.1], [-0.2, -0.2, -0.3], [0.8, -0.1, -0.3], [0.4, -0.3, -0.4], [4.9, -1.3, 3.4], [-1.4, 1.2, -2.0], [-2.4, -1.3, -1.4], [-1.1, 1.3, -0.9], [-1.1, 1.6, 0.3], [-0.4, 0.5, 0.0], [0.4, -0.6, -0.1], [0.6, -0.2, -0.1], [0.0, -0.2, 0.3], [0.1, 0.6, 0.7], [0.8, -0.9, -0.1], [0.2, -0.8, 0.1], [0.3, 1.9, 2.1], [-0.1, -1.2, -1.3], [0.0, 0.1, 0.3], [-0.2, -0.4, -0.6], [-0.1, 0.3, 0.0], [0.0, 0.5, 0.3], [-0.8, 0.0, -0.8], [0.1, -0.4, -0.6], [-0.2, 0.4, -0.2], [0.3, 1.8, 0.0], [0.7, -0.1, -0.6], [0.4, 1.1, -0.5], [-0.6, -0.7, -0.4], [0.8, 1.2, 0.3], [-0.2, -1.3, -0.3], [-0.5, 0.1, 0.0], [0.0, -0.3, 0.5], [0.0, 0.3, 0.4], [-0.3, -0.3, 0.1], [0.0, -0.5, 0.6], [-0.1, -0.4, 0.1], [1.1, -0.2, 0.4], [0.0, -1.0, 0.6], [0.4, -1.1, 1.0], [0.1, 0.5, -1.5], [-0.6, -0.6, 1.2], [-0.5, 0.0, 0.1], [-0.7, 0.3, 0.1], [0.1, -0.2, -0.2], [0.2, 0.5, 0.1], [0.3, 0.4, -1.1], [-0.7, 0.3, 0.0], [-0.2, 0.8, -0.2], [0.9, -0.7, -1.0], [0.5, 0.3, 1.3], [-0.9, -2.0, 0.7], [2.3, 1.3, 0.2], [-1.9, -0.2, -0.2], [0.3, 0.6, 0.3], [-0.3, 0.1, 0.4], [-0.7, -0.1, 0.1], [0.3, 0.5, -0.9], [-0.7, 0.5, 0.6], [-0.4, 0.6, -1.0], [0.3, -0.5, -0.4]]}

# 5
{"formula": "C7H9N", "method": "the ωB97M-V functional and the def2-TZVPD basis", "energy_ha": -326.751904, "smiles": "C[C@@]12CC=NC=C1C2", "homo_ev": -8.53, "e_lumo_ev": 0.87, "de_lowest_ev": 3.784, "charge": 0, "elements": ["C", "C", "C", "C", "N", "C", "C", "C", "H", "H", "H", "H", "H", "H", "H", "H", "H"], "positions_angstrom": [[-0.517, 0.808, 1.533], [0.234, 0.319, 0.339], [0.422, -1.159, 0.311], [-0.763, -1.729, -0.353], [-1.219, -1.151, -1.372], [-0.436, -0.141, -1.916], [0.033, 0.722, -1.055], [1.151, 1.396, -0.441], [0.106, 0.960, 2.378], [-1.333, 0.104, 1.796], [-0.904, 1.866, 1.456], [0.479, -1.518, 1.375], [1.420, -1.274, -0.193], [-1.377, -2.596, 0.024], [-0.253, -0.203, -3.064], [2.072, 1.358, -0.951], [0.887, 2.238, 0.134]], "forces_ev_per_angstrom": [[-1.4, 1.7, -0.2], [0.5, 0.4, -0.6], [2.5, -0.2, 2.2], [-1.3, -1.1, -0.1], [-1.2, -1.3, -1.4], [0.4, 0.3, -2.9], [-0.2, 0.9, 0.8], [-1.7, -1.1, 0.2], [0.9, -0.6, 1.0], [0.4, 0.6, -0.1], [-0.2, -1.2, -0.5], [0.3, 0.0, -1.0], [-1.0, -0.8, 0.2], [0.9, 0.9, 0.0], [-0.5, 0.3, 2.2], [1.4, -0.3, 0.2], [0.2, 1.5, 0.1]]}